C73H62AsClN5O6PRu as an isolated structure in a non-equilibrium geometry, computed with ωB97M-V/def2-TZVPD.

```
! RIJCOSX wB97M-V def2-TZVPD def2/J DEFGRID3
* xyz 2 1
Ru 0.330 0.208 0.423
Cl 3.057 0.074 0.450
C 3.862 1.518 -0.084
C 5.209 1.466 -0.385
C 5.820 2.630 -0.824
C 5.084 3.799 -0.958
C 3.734 3.817 -0.644
C 3.103 2.660 -0.178
P 1.368 2.653 0.372
C 1.357 3.295 2.073
C 0.294 3.030 2.933
C 0.124 3.789 4.083
C 1.031 4.783 4.408
C 2.132 5.008 3.592
C 2.289 4.277 2.425
C 0.773 4.037 -0.621
C 0.952 3.967 -2.006
C 0.764 5.090 -2.785
C 0.404 6.294 -2.185
C 0.201 6.357 -0.820
C 0.361 5.224 -0.030
H 5.759 0.542 -0.293
H 6.870 2.618 -1.076
H 5.560 4.702 -1.314
H 3.167 4.730 -0.762
H -0.426 2.254 2.702
H -0.720 3.590 4.729
H 0.892 5.374 5.303
H 2.854 5.771 3.847
H 3.125 4.500 1.778
H 1.259 3.040 -2.470
H 0.913 5.035 -3.854
H 0.280 7.180 -2.791
H -0.086 7.288 -0.355
H 0.204 5.292 1.037
C 2.049 -7.789 1.813
O 1.641 -6.475 1.458
C 0.672 -6.357 0.500
C -0.009 -7.408 -0.084
C -0.995 -7.148 -1.035
C -1.300 -5.847 -1.389
C -0.613 -4.787 -0.806
C 0.373 -5.037 0.126
N 1.134 -4.008 0.737
C 0.526 -2.754 0.800
N -0.531 -2.550 1.611
C -1.625 -1.926 0.973
C -1.405 -0.901 0.075
C -2.386 -0.651 -0.886
C -3.590 -1.332 -0.827
C -3.866 -2.261 0.167
C -2.863 -2.592 1.057
O -2.924 -3.564 2.009
C -4.135 -4.305 2.123
N 0.870 -1.780 0.005
C 1.528 -2.039 -1.243
C 0.836 -1.667 -2.388
C 1.376 -1.861 -3.647
C 2.618 -2.466 -3.753
C 3.319 -2.841 -2.616
C 2.799 -2.613 -1.343
O 3.453 -2.922 -0.186
C 4.863 -3.104 -0.246
H 2.389 -8.340 0.934
H 1.234 -8.333 2.296
H 2.876 -7.674 2.509
H 0.208 -8.425 0.197
H -1.521 -7.974 -1.488
H -2.064 -5.645 -2.124
H -0.850 -3.769 -1.090
H 1.601 -4.325 1.581
H -0.781 -3.321 2.223
H -2.229 0.042 -1.685
H -4.346 -1.110 -1.570
H -4.820 -2.760 0.194
H -4.965 -3.643 2.379
H -3.975 -5.020 2.926
H -4.348 -4.837 1.195
H -0.148 -1.225 -2.278
H 0.827 -1.564 -4.527
H 3.049 -2.659 -4.725
H 4.279 -3.318 -2.726
H 5.330 -2.321 -0.846
H 5.223 -3.043 0.780
H 5.118 -4.081 -0.662
O 0.961 -0.233 2.252
As 0.945 -0.731 3.865
C -0.582 -1.729 4.439
C -1.791 -1.100 4.706
C -2.892 -1.861 5.073
C -2.784 -3.239 5.176
C -1.570 -3.865 4.929
C -0.463 -3.113 4.569
C 2.402 -1.947 4.069
C 2.825 -2.250 5.360
C 3.765 -3.250 5.551
C 4.273 -3.946 4.461
C 3.866 -3.626 3.176
C 2.937 -2.612 2.974
C 1.340 0.646 5.111
C 0.573 0.804 6.258
C 1.015 1.672 7.251
C 2.213 2.349 7.096
C 2.979 2.178 5.948
C 2.543 1.331 4.947
H -1.888 -0.029 4.621
H -3.835 -1.373 5.276
H -3.643 -3.827 5.467
H -1.480 -4.938 5.032
H 0.486 -3.607 4.395
H 2.418 -1.728 6.218
H 4.097 -3.492 6.551
H 4.996 -4.734 4.617
H 4.259 -4.171 2.330
H 2.653 -2.330 1.966
H -0.345 0.252 6.392
H 0.432 1.800 8.152
H 2.562 3.007 7.879
H 3.915 2.707 5.838
H 3.143 1.187 4.056
O -2.242 0.945 2.668
C -2.291 1.444 1.565
N -3.351 2.033 0.975
C -3.085 2.586 -0.340
C -1.655 2.022 -0.510
O -0.986 1.903 -1.524
N -1.213 1.516 0.669
C -3.128 4.114 -0.302
C -3.043 4.787 0.910
C -3.211 6.163 0.961
C -3.472 6.874 -0.199
C -3.526 6.206 -1.415
C -3.347 4.835 -1.469
C -4.063 2.063 -1.390
C -3.677 1.795 -2.696
C -4.606 1.345 -3.625
C -5.933 1.176 -3.266
C -6.331 1.467 -1.968
C -5.402 1.910 -1.041
H -4.214 2.152 1.479
H -2.877 4.241 1.830
H -3.167 6.671 1.914
H -3.637 7.940 -0.157
H -3.727 6.753 -2.325
H -3.428 4.324 -2.419
H -2.646 1.930 -2.995
H -4.287 1.134 -4.635
H -6.656 0.835 -3.992
H -7.365 1.353 -1.679
H -5.748 2.140 -0.044
*
```

Results
total energy	-6675.93714	Ha
Kohn-Sham gap (alpha / beta)	0.2112 / 0.2112	Eh
LUMO level (alpha / beta)	-6.21 / -6.21	eV

A 11-piece molecular cluster, C74H160F10N11O12S6 overall in a non-equilibrium geometry, computed with ωB97M-V/def2-TZVPD.

```
! RIJCOSX wB97M-V def2-TZVPD def2/J DEFGRID3
* xyz 5 1
C 3.445 -7.395 -4.961
C 2.698 -6.487 -3.988
C 1.226 -6.373 -4.396
N 0.491 -5.271 -3.604
C -0.907 -5.113 -4.164
C -0.930 -4.435 -5.540
C -0.126 -3.112 -5.556
C 1.278 -3.297 -5.028
C 1.231 -3.921 -3.628
C 0.335 -5.802 -2.186
H 2.747 -8.215 -5.151
H 4.389 -7.826 -4.644
H 3.568 -6.843 -5.892
H 3.204 -5.522 -3.988
H 2.711 -6.827 -2.949
H 0.582 -7.234 -4.228
H 1.103 -6.069 -5.435
H -1.308 -6.124 -4.213
H -1.478 -4.471 -3.497
H -0.503 -5.077 -6.311
H -1.978 -4.244 -5.769
H -0.165 -2.821 -6.606
H -0.746 -2.425 -4.973
H 1.898 -3.797 -5.773
H 1.703 -2.294 -4.952
H 2.197 -3.958 -3.132
H 0.620 -3.296 -2.974
H -0.560 -5.305 -1.817
H 1.194 -5.497 -1.592
H 0.258 -6.885 -2.137
C 9.958 4.906 -2.116
C 10.117 4.595 -0.603
C 10.159 3.098 -0.392
N 10.320 2.670 1.086
C 9.341 3.307 2.030
C 7.902 2.968 1.686
C 7.783 1.507 2.073
C 8.663 0.732 1.029
C 10.112 1.137 1.166
C 11.720 2.865 1.690
H 10.022 5.979 -2.286
H 8.947 4.593 -2.376
H 10.731 4.414 -2.704
H 9.199 4.947 -0.132
H 11.026 5.044 -0.202
H 11.033 2.626 -0.841
H 9.193 2.751 -0.751
H 9.432 4.399 2.009
H 9.644 3.185 3.071
H 7.640 2.987 0.627
H 7.152 3.614 2.144
H 6.762 1.181 1.850
H 8.026 1.263 3.107
H 8.259 0.827 0.023
H 8.591 -0.301 1.375
H 10.823 0.579 0.560
H 10.391 0.949 2.205
H 12.413 2.561 0.911
H 11.855 2.507 2.705
H 11.783 3.955 1.732
C -4.824 -5.107 -4.594
C -5.791 -5.308 -3.446
C -5.310 -4.754 -2.122
N -6.422 -4.313 -1.133
C -7.190 -5.577 -0.805
C -8.091 -5.498 0.440
C -7.348 -4.968 1.666
C -6.700 -3.673 1.318
C -5.765 -3.709 0.100
C -7.431 -3.354 -1.723
H -5.164 -5.438 -5.572
H -3.950 -5.744 -4.419
H -4.435 -4.087 -4.604
H -6.007 -6.373 -3.315
H -6.785 -5.023 -3.805
H -4.765 -3.816 -2.254
H -4.664 -5.460 -1.606
H -6.507 -6.416 -0.644
H -7.803 -5.974 -1.615
H -8.466 -6.453 0.811
H -8.971 -4.924 0.145
H -6.593 -5.660 2.041
H -8.151 -4.839 2.393
H -6.053 -3.312 2.124
H -7.372 -2.823 1.166
H -4.996 -4.453 0.313
H -5.403 -2.702 -0.090
H -8.157 -3.015 -0.992
H -7.898 -3.894 -2.542
H -6.875 -2.505 -2.118
C -1.305 0.698 3.897
C -2.602 0.221 4.574
C -3.439 1.381 5.054
N -4.902 1.040 5.223
C -5.603 2.280 5.849
C -6.965 1.941 6.472
C -6.865 0.713 7.391
C -6.437 -0.454 6.580
C -5.064 -0.297 5.998
C -5.524 0.755 3.864
H -0.592 -0.120 3.975
H -1.006 1.604 4.435
H -1.403 1.091 2.887
H -2.359 -0.369 5.463
H -3.029 -0.521 3.898
H -3.478 2.278 4.425
H -3.135 1.897 5.968
H -4.899 2.586 6.619
H -5.640 2.925 4.973
H -7.351 2.740 7.108
H -7.771 1.865 5.740
H -6.275 0.851 8.305
H -7.836 0.689 7.893
H -6.452 -1.373 7.173
H -7.267 -0.615 5.884
H -4.428 -0.094 6.867
H -4.639 -1.147 5.475
H -4.994 -0.067 3.389
H -5.554 1.681 3.297
H -6.526 0.326 3.892
C 1.266 5.224 0.147
C 0.728 5.151 -1.298
C 0.543 3.736 -1.804
N -0.031 3.746 -3.208
C -0.085 2.315 -3.724
C 1.279 1.722 -4.014
C 2.171 2.612 -4.873
C 2.215 4.044 -4.356
C 0.766 4.573 -4.192
C -1.450 4.307 -3.152
H 0.605 4.847 0.928
H 1.473 6.290 0.248
H 2.211 4.699 0.295
H 1.326 5.749 -1.983
H -0.252 5.635 -1.292
H -0.084 3.115 -1.166
H 1.525 3.273 -1.913
H -0.540 1.719 -2.931
H -0.820 2.271 -4.529
H 1.775 1.351 -3.118
H 1.073 0.815 -4.593
H 3.178 2.206 -4.969
H 1.800 2.717 -5.896
H 2.792 4.179 -3.439
H 2.684 4.717 -5.074
H 0.816 5.625 -3.929
H 0.296 4.430 -5.166
H -1.937 3.999 -4.077
H -1.421 5.391 -3.215
H -1.938 3.846 -2.296
C 5.197 8.265 4.488
C 4.141 7.165 4.512
C 4.484 5.845 3.869
N 3.547 4.669 4.146
C 4.047 3.443 3.423
C 3.412 2.193 3.950
C 3.499 2.040 5.465
C 2.769 3.207 6.111
C 3.313 4.568 5.645
C 2.195 4.953 3.492
H 5.677 8.246 3.509
H 6.006 8.169 5.219
H 4.859 9.258 4.781
H 3.283 7.631 4.021
H 3.873 6.981 5.553
H 5.457 5.504 4.234
H 4.618 5.892 2.789
H 5.130 3.308 3.402
H 3.811 3.515 2.360
H 4.029 1.390 3.529
H 2.439 1.961 3.512
H 4.553 1.913 5.718
H 2.963 1.129 5.736
H 2.848 3.118 7.194
H 1.725 3.024 5.846
H 4.258 4.782 6.146
H 2.688 5.412 5.923
H 1.521 4.102 3.583
H 2.418 5.219 2.464
H 1.662 5.736 4.028
C -0.128 -2.808 6.416
C -0.061 -3.130 4.922
C 0.240 -4.583 4.702
N 0.269 -5.053 3.241
C 1.557 -4.464 2.641
C 1.937 -5.115 1.338
C 1.960 -6.667 1.511
C 0.649 -7.240 1.924
C 0.272 -6.574 3.283
C -0.879 -4.622 2.366
H -0.124 -1.730 6.571
H 0.621 -3.388 6.954
H -1.082 -3.081 6.874
H 0.627 -2.446 4.422
H -1.000 -2.961 4.385
H -0.451 -5.188 5.292
H 1.228 -4.847 5.082
H 2.324 -4.689 3.389
H 1.578 -3.378 2.713
H 2.933 -4.916 0.949
H 1.272 -4.766 0.544
H 2.701 -6.813 2.301
H 2.387 -7.072 0.594
H 0.680 -8.278 2.257
H -0.132 -7.090 1.179
H 0.898 -6.927 4.107
H -0.675 -6.918 3.705
H -1.046 -3.547 2.386
H -1.714 -5.244 2.678
H -0.603 -4.828 1.337
C -4.860 4.118 -3.191
C -5.398 2.953 -4.021
C -4.348 2.306 -4.907
N -4.773 0.947 -5.518
C -4.734 -0.036 -4.364
C -4.935 -1.471 -4.880
C -3.832 -1.802 -5.928
C -3.806 -0.837 -7.108
C -3.725 0.610 -6.572
C -6.150 1.081 -6.165
H -5.625 4.887 -3.221
H -3.861 4.456 -3.458
H -4.644 3.761 -2.185
H -6.193 3.337 -4.659
H -5.767 2.194 -3.333
H -3.419 2.065 -4.386
H -4.025 2.904 -5.761
H -3.785 -0.074 -3.830
H -5.500 0.253 -3.649
H -4.928 -2.257 -4.126
H -5.911 -1.526 -5.369
H -2.864 -1.789 -5.417
H -4.021 -2.805 -6.314
H -2.949 -1.080 -7.735
H -4.695 -1.046 -7.706
H -2.790 0.627 -6.011
H -3.786 1.319 -7.393
H -6.211 2.098 -6.550
H -6.930 1.073 -5.407
H -6.224 0.334 -6.947
N -4.861 3.175 0.437
S -4.234 1.870 -0.082
O -4.177 0.732 0.795
O -3.144 1.989 -1.006
F -5.485 1.474 -1.048
S -3.478 3.777 1.184
O -2.728 4.679 0.343
O -2.749 2.915 2.081
F -4.188 4.842 2.116
N 5.235 5.236 0.594
S 5.094 4.659 -0.791
O 6.272 4.010 -1.341
O 3.995 5.091 -1.640
F 4.378 3.282 -0.229
S 6.002 6.567 0.033
O 5.255 7.544 -0.685
O 7.371 6.435 -0.329
F 6.012 7.286 1.484
C 2.551 -1.741 -0.784
F 3.475 -1.273 0.034
F 2.770 -1.299 -2.022
F 2.761 -3.079 -0.695
S 0.820 -1.316 -0.098
O 0.928 -1.399 1.341
O 0.576 0.045 -0.470
N -0.131 -2.494 -0.816
S -1.578 -2.356 -0.275
O -2.279 -3.596 -0.050
O -1.707 -1.423 0.826
C -2.479 -1.618 -1.776
F -2.412 -2.504 -2.795
F -3.765 -1.464 -1.445
F -1.987 -0.466 -2.176
*
```

Results
relative energy (zero: lowest compared OMol25 entry of this formula, charge and spin)	0.0	kJ/mol
total energy	-7806.76603	Ha
Kohn-Sham gap	0.3328	Eh
LUMO level	-7.99	eV